{"formula": "H8O4Rb", "method": "wB97M-V/def2-TZVPD", "de_lowest_kcal_mol": 3.95, "s_squared": 0.76, "largest_force_ha_per_bohr": 0.01859, "charge": 2, "e_tot_ha": -329.09495, "multiplicity": 2, "elements": ["Rb", "O", "H", "H", "O", "H", "H", "O", "H", "H", "O", "H", "H"], "coordinates": [[0.1930, -0.2832, 0.7664], [-2.0641, 1.4587, 0.0739], [-2.3194, 2.3790, 0.1384], [-1.8707, 1.3279, -0.8544], [2.0881, -1.7153, -1.0398], [2.0258, -2.5618, -1.4822], [2.8632, -1.3022, -1.4202], [-1.5425, -1.5546, -1.1482], [-1.3764, -1.8664, -2.0378], [-2.3940, -1.1205, -1.2011], [1.1133, 1.5780, 2.7231], [1.4594, 2.2548, 2.1414], [1.8242, 1.4056, 3.3404]], "atomic_forces_ev_per_a": [[0.018, -0.225, 0.399], [0.509, -0.741, 0.252], [-0.464, 0.725, 0.225], [-0.055, 0.185, -0.714], [-0.631, 0.382, 0.452], [-0.048, -0.818, -0.272], [0.734, 0.377, -0.296], [0.518, 0.186, 0.552], [0.175, -0.442, -0.780], [-0.943, 0.140, 0.066], [-0.486, -0.424, -0.428], [0.229, 0.758, -0.157], [0.444, -0.104, 0.699]]}